C19H19HgN5OS as an isolated structure in a non-equilibrium geometry. Source: the Open Molecules 2025 dataset; level of theory: ωB97M-V/def2-TZVPD.

**2S+1**: 2
**HOMO energy (alpha / beta)**: -10.7 / -10.7 eV
**Kohn-Sham gap (alpha / beta)**: 7.69 / 5.46 eV
**Charge**: +1
**E**: -44513.0678 eV

```
46
Properties=species:S:1:pos:R:3:forces:R:3
H -2.428177 2.262700 -1.206741 0.025 -0.031 -0.034
H 4.056160 -1.361587 0.311454 -0.040 -0.076 -0.041
C -6.901509 0.934320 -1.026854 -0.946 -0.499 0.310
N -2.843947 0.953880 0.324409 0.562 -0.285 0.137
C 2.130922 -2.246770 0.565324 0.302 -0.020 -0.073
H 5.747807 0.901149 2.304546 0.011 -0.047 0.008
C -3.774731 0.226142 0.942264 -0.115 0.095 -0.143
C 2.706066 -0.777515 -1.258767 0.029 -0.402 -0.412
O 5.414951 1.245071 -2.492210 -0.108 -0.273 0.110
H 4.102085 0.940077 4.181609 0.071 0.021 -0.004
H 2.435062 1.283688 -0.381768 0.040 0.197 0.238
C 4.683764 0.951877 2.108894 0.022 -0.018 -0.176
H -6.586900 2.266413 -2.578849 -0.012 -0.005 0.023
C 0.839489 -2.429179 0.071023 0.217 -0.527 0.164
H -1.069509 -2.830422 0.991488 -0.079 -0.146 0.050
H -3.453379 -0.331628 1.813087 -0.009 -0.050 -0.003
H 3.345263 0.209197 -2.930429 0.046 0.042 -0.037
H -0.464761 -1.948555 -1.572502 0.008 -0.086 -0.088
C -5.480663 0.933115 -0.582051 0.424 0.203 -0.076
C -4.496264 1.685895 -1.224108 -0.138 -0.110 0.121
H 2.427946 -2.763165 1.469745 -0.004 0.015 0.000
H 1.153390 -0.499266 -2.715940 -0.024 0.006 0.020
C 1.428293 -0.983309 -1.786097 0.428 0.288 -0.215
C 4.725913 0.752567 -1.629635 0.341 0.328 0.134
H 0.278231 -3.757754 1.664040 -0.043 0.004 0.013
C -0.140683 -3.348174 0.747378 -0.015 -0.247 -0.105
N 3.557480 0.090766 -1.950801 -0.356 -0.348 -0.363
C 2.848543 1.136791 0.606484 0.005 0.547 0.246
S -8.050714 0.038636 -0.243981 0.252 0.131 -0.122
C -3.200781 1.667565 -0.735623 -0.065 0.047 -0.082
H 1.659922 0.969446 3.632613 0.042 0.009 0.055
C 3.054936 -1.444305 -0.084319 0.008 -0.531 -0.066
H -4.707442 2.284479 -2.097721 0.047 0.059 0.007
H -8.201742 1.710483 -2.368112 -0.031 -0.065 0.055
C 4.217726 0.986272 0.794479 -0.198 0.354 0.399
C 3.774837 0.974894 3.152646 -0.165 -0.081 -0.021
Hg -0.269155 -0.287145 0.725822 -0.446 1.533 0.713
C 0.512708 -1.787678 -1.133173 -0.135 -0.211 -0.375
N -7.238725 1.688984 -2.078444 0.378 0.222 -0.172
C 2.417371 1.003678 2.860952 0.233 -0.004 -0.055
H 6.027872 1.159289 -0.173231 -0.009 0.077 -0.020
N 5.074171 0.848646 -0.287180 0.302 -0.091 -0.185
H -5.809653 -0.426006 1.052143 -0.090 0.049 -0.013
H -0.398907 -4.174603 0.083974 0.014 -0.043 0.046
C -5.091027 0.183725 0.525787 0.029 0.019 0.007
N 1.987760 1.107316 1.608375 -0.808 -0.048 0.025
```
Positions in Å, forces in eV/Å.


C19H19IN5OPS as an isolated structure. Source: the Open Molecules 2025 dataset; level of theory: ωB97M-V/def2-TZVPD.

**HOMO energy**: -8.0 eV
**Kohn-Sham gap**: 7.54 eV
**Charge**: 0
**E**: -57734.1040 eV

```
47
Properties=species:S:1:pos:R:3:forces:R:3
C -1.501169 0.156561 0.461320 0.149 -0.254 0.169
C -0.581642 0.766101 5.571969 -0.383 0.074 0.172
H -0.123137 -0.681304 -3.824422 0.128 -0.025 0.127
C -2.827709 -0.002829 0.667869 -0.560 -0.083 0.480
C 3.157477 1.074809 -1.541694 0.254 0.362 -0.088
H -0.079600 -1.003548 1.602060 0.244 -0.022 -0.114
C 0.915935 -4.049340 -4.249972 0.020 -0.004 0.011
C -1.880533 1.014671 6.185753 0.006 -0.005 -0.007
H 4.203059 1.231396 -1.764450 0.110 -0.072 0.009
H 2.973793 0.360945 4.122296 -0.054 0.057 -0.010
H 0.260753 2.761078 -1.327567 -0.111 0.094 -0.002
H 0.998555 -1.386274 -0.711068 -0.051 -0.178 0.018
S -5.616165 0.364723 -1.815282 0.280 -0.148 0.744
N -5.072699 0.073880 -0.305557 -0.714 0.054 -0.558
I -0.996565 3.333039 -4.006021 0.096 -0.015 0.208
C 2.687105 -0.183835 -1.227168 0.547 -0.283 -0.131
H 0.188497 0.754303 1.589313 0.263 -0.079 0.164
H 0.847136 -3.596189 -5.237049 0.002 -0.002 -0.003
H 2.674373 1.368950 2.698457 -0.017 -0.008 0.003
N -0.501926 -2.685101 -2.545446 -0.225 0.273 0.124
H 4.311242 0.765491 3.023697 0.004 -0.029 -0.048
H 3.404342 -0.991608 -1.200336 -0.114 -0.205 0.111
H -2.520524 0.143647 6.059783 -0.006 0.000 0.003
C 0.121898 -3.282433 -3.297733 0.198 -0.237 -0.236
H 2.621603 3.151489 -1.788536 0.162 0.046 -0.035
O -0.014384 0.278444 -3.908259 0.100 0.192 0.071
P -1.499749 0.946691 -3.699363 -0.446 -0.705 -0.329
C -1.853353 0.649927 -1.907997 0.415 0.686 -0.090
C -0.562398 -0.030368 1.618773 -0.150 0.194 -0.131
H -1.106652 0.040509 2.554788 -0.050 0.053 0.117
N 0.434690 0.571085 5.085455 0.424 -0.065 -0.183
C 2.291444 2.148755 -1.562530 -0.355 0.082 0.032
H -3.221488 -0.271466 1.638870 0.103 0.027 0.125
C 0.469755 0.661532 -1.034764 -0.281 0.254 0.095
C -3.755181 0.178252 -0.379350 0.669 -0.044 0.121
C 2.955487 -0.667522 2.306426 0.100 0.261 0.076
H 1.957316 -4.060969 -3.934361 0.002 0.003 0.000
H -2.352102 1.874852 5.714744 -0.006 0.001 0.001
C 3.250361 0.529500 3.083635 -0.003 -0.040 0.086
C 1.353805 -0.401744 -0.961812 -0.162 -0.032 0.019
N -4.232030 0.617822 -2.561237 0.087 0.213 -0.539
N 2.724847 -1.594361 1.674551 -0.038 -0.321 -0.049
H -1.754383 1.213850 7.247934 -0.008 0.001 0.004
C -0.994571 0.499224 -0.842421 -0.193 -0.324 -0.445
C -3.248244 0.497323 -1.666285 -0.596 -0.016 -0.127
C 0.947691 1.931077 -1.307601 0.163 0.272 0.035
H 0.545057 -5.071029 -4.299427 -0.003 -0.002 -0.001
```
Positions in Å, forces in eV/Å.


C19H19N2O2PPtS as an isolated structure. Source: the Open Molecules 2025 dataset; level of theory: ωB97M-V/def2-TZVPD.

**ΔE to the lowest compared entry with this formula, charge and spin**: 0.289 eV
**2S+1**: 3
**HOMO energy (alpha / beta)**: -7.4 / -8.2 eV
**Kohn-Sham gap (alpha / beta)**: 7.75 / 6.59 eV
**Charge**: 0
**E**: -50455.1878 eV

```
45
Properties=species:S:1:pos:R:3:forces:R:3
S -1.688895 -3.750870 -1.454304 0.049 -0.066 -0.120
H 1.145044 5.428354 -0.096678 0.006 -0.006 0.000
Pt -0.643981 -0.885867 -0.884481 -0.222 -0.068 0.161
C 3.508571 0.864620 -2.287507 -0.054 -0.025 -0.034
H -2.803388 0.750967 0.313428 -0.005 0.004 0.010
H 5.601616 0.965307 -2.720609 0.001 0.001 0.000
H -2.740040 4.187618 -1.396088 0.000 -0.008 -0.003
O -0.925825 0.001940 0.848834 0.146 0.100 -0.019
H 3.224834 0.926970 -3.330195 -0.001 0.004 0.009
O -1.814599 -4.836419 -2.409725 -0.008 0.023 0.028
C 0.881060 1.845742 -5.741876 0.004 0.022 -0.007
N 1.953306 0.537129 1.048743 0.029 0.168 0.010
H 0.472203 -1.495919 -6.125039 0.001 -0.001 -0.001
H 6.242709 0.822018 -0.317682 0.002 -0.001 -0.001
P 0.768679 0.783061 -1.797688 0.087 0.125 -0.008
C -0.851196 4.948330 -0.713286 -0.004 -0.006 -0.002
H -1.842423 1.953912 -1.945882 -0.003 0.003 0.000
H 0.448953 -1.382169 -3.665079 -0.001 0.004 -0.009
N -0.939069 -2.536054 -1.905798 -0.013 0.020 0.062
H 2.051473 3.203786 -0.674246 0.002 0.009 0.006
C 0.164832 2.441197 -1.354151 0.004 -0.063 0.011
C 0.739843 0.749461 -3.605129 -0.011 -0.013 -0.054
C 0.588261 -0.478239 -4.245635 0.026 0.003 -0.044
H 0.988890 2.751461 -6.324449 0.000 -0.003 -0.002
C -1.691328 3.972399 -1.237326 -0.012 0.045 0.014
H 0.736472 0.569990 -7.459315 0.001 0.003 0.000
H 4.519975 0.620063 1.411708 0.007 -0.001 -0.003
C 2.505893 0.759383 -1.317261 0.030 0.013 0.022
C 2.867317 0.659460 0.044317 -0.069 -0.067 0.018
C 5.199249 0.804296 -0.606013 0.006 0.007 -0.077
C 4.845637 0.886774 -1.952116 0.058 -0.008 0.068
H 2.282296 0.531463 1.996038 0.011 -0.047 0.000
C -2.123210 0.673815 1.166128 -0.034 -0.065 -0.031
H -1.245727 5.924755 -0.463564 -0.005 -0.003 -0.002
H 0.950319 0.493672 0.922684 -0.003 -0.059 -0.016
C 1.001509 3.418936 -0.828709 0.013 -0.003 -0.009
H -2.635187 0.140458 1.972748 -0.017 0.023 -0.001
H 0.990111 2.872418 -3.864295 -0.001 -0.007 0.011
C 0.740201 0.619325 -6.378025 -0.003 -0.009 -0.021
C -1.187703 2.721850 -1.547921 0.012 -0.048 -0.014
C 4.234924 0.692783 0.368506 -0.025 -0.001 0.024
C 0.882089 1.914204 -4.357963 -0.009 -0.011 -0.001
H -1.888480 1.685256 1.513234 0.009 -0.004 -0.002
C 0.490762 4.670107 -0.506850 -0.007 0.000 -0.001
C 0.593999 -0.540648 -5.632022 0.004 0.019 0.026
```
Positions in Å, forces in eV/Å.


C19H19N3O3 in the gas phase in a non-equilibrium geometry. Source: the Open Molecules 2025 dataset; level of theory: ωB97M-V/def2-TZVPD.

**ΔE to the lowest compared entry with this formula, charge and spin**: 3.139 eV
**SMILES**: C[C@H]1C[C@@H]1C(=O)OCC(=O)Nc1ccc(/N=N/c2ccccc2)cc1
**HOMO energy**: -8.1 eV
**Kohn-Sham gap**: 7.56 eV
**Charge**: 0
**E**: -30623.2087 eV

```
44
Properties=species:S:1:pos:R:3:forces:R:3
C 1.304447 2.514261 4.010449 0.141 0.380 -0.068
H 0.931597 0.717960 1.976019 0.229 -0.161 -0.007
O 3.758632 -0.648086 1.882036 0.210 -0.064 0.009
C -0.366108 -0.445396 -1.463106 0.107 -0.247 -0.294
H -0.248880 3.922457 4.402439 -0.007 -0.061 0.027
H -0.104642 1.280606 6.002479 0.042 -0.029 -0.145
C 0.483637 -1.255743 -2.230827 0.201 0.542 1.399
C -1.484140 2.854334 6.635371 0.104 -0.079 -0.087
H -0.819028 3.296041 7.374770 0.003 0.066 0.071
C -3.021588 -2.668842 -6.725163 -0.034 -0.065 -0.195
H -2.395935 -2.789623 -8.770004 -0.027 -0.007 -0.076
H -2.164925 2.367766 3.965300 -0.053 0.108 0.036
C -0.058129 2.858556 4.457316 -0.006 0.099 0.071
C 0.042327 0.011409 -0.233616 0.118 -0.055 0.101
C -2.096843 -2.572859 -7.755084 -0.058 -0.019 -0.003
H -1.332694 -0.183086 -1.865683 -0.049 0.045 0.006
C -0.695784 2.095165 5.602545 -0.012 0.020 0.041
N -1.041660 -1.683041 -3.838429 1.616 0.504 2.277
H 3.152193 0.021478 4.346416 -0.084 0.053 -0.165
C 1.300893 -0.332051 0.269044 0.070 -0.244 -0.411
C -1.329190 -2.011098 -5.146257 -0.131 -0.345 -1.497
H 2.396106 -2.204754 -2.324339 0.080 -0.029 -0.096
H -0.074995 -2.112826 -8.290773 0.048 0.019 -0.044
C 2.152006 -1.135872 -0.489126 0.142 0.056 0.297
O 2.150282 3.314552 3.706933 -0.127 -0.093 0.040
H 3.122124 -1.395635 -0.100069 0.014 -0.005 0.006
H 3.476648 1.565292 3.514708 -0.114 -0.256 -0.014
C 2.787615 0.713300 3.582570 0.696 0.027 -0.028
H -1.016360 0.986892 3.713920 0.071 -0.063 -0.006
H -3.352783 -2.451464 -4.614004 -0.065 0.054 0.089
H -2.168904 2.182517 7.149813 -0.083 0.003 0.047
H -0.610490 0.644300 0.353182 -0.057 0.065 0.039
H -2.063255 3.649102 6.171676 -0.082 0.101 -0.015
O 1.505016 1.173732 3.976211 -0.223 -0.253 0.024
N 1.648171 0.161219 1.525967 -0.464 0.319 0.118
C -2.648600 -2.380449 -5.428848 0.396 0.090 0.230
C -1.217998 1.917412 4.222034 -0.031 -0.150 -0.011
N 0.180888 -1.703313 -3.496043 -1.643 -0.634 -2.217
C -0.790013 -2.192216 -7.484556 -0.018 -0.070 -0.103
C 1.748226 -1.581795 -1.727842 -0.590 0.100 -0.289
H -4.038206 -2.964045 -6.940300 -0.067 -0.021 -0.007
C -0.400997 -1.915693 -6.191306 -0.060 0.018 0.414
H 0.607831 -1.609889 -5.957519 0.049 0.026 -0.021
C 2.793508 -0.010574 2.231697 -0.251 0.253 0.456
```
Positions in Å, forces in eV/Å.


C19H19N3O3S2 in the gas phase in a non-equilibrium geometry. Source: the Open Molecules 2025 dataset; level of theory: ωB97M-V/def2-TZVPD.

**ΔE to the lowest compared entry with this formula, charge and spin**: 1.138 eV
**SMILES**: COc1ccccc1C(=O)Nc1ccc2nc(SCC(=O)N(C)C)sc2c1
**HOMO energy**: -7.9 eV
**Kohn-Sham gap**: 8.41 eV
**Charge**: 0
**E**: -52295.2208 eV

```
46
Properties=species:S:1:pos:R:3:forces:R:3
H 5.249417 1.761918 2.986556 0.013 0.010 0.039
H -4.943698 -1.113571 2.560371 -0.025 0.187 0.034
H 6.273221 -0.545313 1.947792 0.086 -0.005 -0.006
S 4.981016 -1.263924 -0.668502 0.491 -0.006 -0.176
O -6.021499 0.570479 1.990497 -0.313 0.051 -0.265
H -2.740862 0.752432 -0.678130 -0.114 -0.175 0.170
H -6.328130 1.275030 -3.175426 -0.008 -0.003 -0.098
H 0.391960 -3.326415 1.016113 -0.001 -0.130 0.069
H -5.195572 0.179908 3.762985 0.075 0.031 -0.077
C 3.269670 -1.052108 -0.500299 -0.498 0.645 -0.256
C -1.112865 -1.905075 0.463650 -0.177 -0.140 0.097
N 5.938632 1.329183 1.060627 0.156 0.120 0.323
C -3.872238 -0.718142 0.139009 0.052 0.146 -0.134
C -5.033440 0.149270 -0.238491 -0.157 -0.046 0.128
O 4.564012 2.411613 -0.356578 -0.130 0.220 -0.192
O -3.987285 -1.807796 0.658750 0.016 -0.142 0.012
C -4.977179 -0.032986 2.716946 0.265 -0.290 0.347
C 0.937087 -0.378122 -0.574775 0.206 -0.384 0.085
C -7.214009 1.579554 -1.241833 0.057 -0.043 0.053
H 4.965440 0.692970 -2.070306 0.184 0.093 0.062
C 6.818214 0.245500 1.424319 0.040 -0.224 0.070
H -4.426027 0.006180 -2.281632 0.055 -0.038 -0.046
H 7.590014 0.634336 2.089942 0.034 -0.003 -0.062
H -1.930519 -2.485712 0.855589 -0.006 -0.003 0.004
C 5.665486 2.277189 2.118441 -0.181 0.219 0.011
H 4.947392 3.005766 1.748229 0.069 -0.047 0.107
H 6.583019 2.790552 2.412528 0.002 -0.010 0.038
C 0.177259 -2.377119 0.553704 0.214 0.192 -0.121
N -2.682222 -0.156687 -0.238100 -0.117 0.377 -0.155
C 5.524167 0.404074 -1.179272 -0.403 -0.324 0.109
S 2.403192 0.365530 -1.135598 -0.087 -0.522 0.288
C -1.387174 -0.670663 -0.138917 0.457 -0.157 0.001
C -7.089375 1.355729 0.108988 0.084 -0.120 0.135
H -8.063866 2.127192 -1.619655 -0.082 0.057 -0.015
H 7.302443 -0.188239 0.554031 0.055 -0.010 0.043
H -7.824872 1.723697 0.806822 -0.072 0.060 0.082
H 6.578251 0.299823 -1.434190 -0.028 -0.029 -0.038
C 1.224294 -1.619877 0.037193 -0.764 0.705 -0.310
C -5.171950 0.403321 -1.606821 -0.137 0.078 0.006
C -6.243865 1.104503 -2.113553 0.057 0.005 -0.137
H -0.555073 1.054198 -1.130067 -0.083 0.113 -0.048
C 5.297992 1.471185 -0.115570 0.149 -0.066 -0.312
H -4.004622 0.397117 2.455746 -0.043 0.013 0.025
C -6.005945 0.641752 0.639763 -0.064 0.175 -0.150
N 2.545731 -1.948006 0.056151 0.885 -0.520 0.191
C -0.354203 0.101411 -0.662484 -0.213 -0.061 0.068
```
Positions in Å, forces in eV/Å.